(1)
Formula: C5H7NO
Source: the Open Molecules 2025 dataset
Level of theory: ωB97M-V/def2-TZVPD

The calculation puts the energy above the lowest of the compared OMol25 structures with the same formula, charge and spin at 137.04 kcal per mole. The value obtained for the HOMO-LUMO gap (alpha / beta) is 7.522 / 7.552 eV.

ORCA input file:
```
! wB97M-V def2-TZVPD RIJCOSX def2/J DEFGRID3
* xyz 0 1
C 1.712 -0.631 -1.576
C 0.506 -0.300 -0.707
C 0.706 0.141 0.553
O -0.257 0.558 1.429
C -1.550 0.289 1.177
N -2.263 1.055 2.009
C -0.727 -0.384 -1.399
H 1.477 -1.325 -2.393
H 2.495 -1.085 -0.969
H 2.096 0.286 -2.032
H 1.677 0.128 1.033
H -1.841 1.719 2.655
H -3.265 0.961 2.048
H -0.766 -1.411 -1.831
*
```

(2)
Formula: C5H7NO
Source: the Open Molecules 2025 dataset
Level of theory: ωB97M-V/def2-TZVPD

The SMILES is CC[C@@]1(C#N)CO1. The calculation puts the energy above the lowest of the compared OMol25 structures with the same formula, charge and spin at 42.20 kcal per mole. The value obtained for the HOMO-LUMO gap is 11.968 eV.

ORCA input file:
```
! wB97M-V def2-TZVPD RIJCOSX def2/J DEFGRID3
* xyz 0 1
C 0.799 -0.530 -1.615
C 0.768 -0.521 -0.083
C -0.275 0.403 0.556
C -0.909 0.122 1.858
O 0.130 1.075 1.741
C -1.055 1.229 -0.363
N -1.711 1.826 -1.105
H -0.146 -0.869 -2.050
H 1.587 -1.207 -1.964
H 1.010 0.468 -2.015
H 0.612 -1.537 0.296
H 1.739 -0.182 0.294
H -1.889 0.537 2.091
H -0.660 -0.814 2.361
*
```

(3)
Formula: C5H7NO
Source: the Open Molecules 2025 dataset
Level of theory: ωB97M-V/def2-TZVPD

The SMILES is O[C@@H]1C=C[C@@]12CN2. The calculation puts the energy above the lowest of the compared OMol25 structures with the same formula, charge and spin at 76.45 kcal per mole. The value obtained for the HOMO-LUMO gap is 10.329 eV.

ORCA input file:
```
! wB97M-V def2-TZVPD RIJCOSX def2/J DEFGRID3
* xyz 0 1
C 1.547 -0.937 0.193
N 0.672 -1.544 -0.820
C 0.301 -0.278 -0.245
C -0.843 0.182 0.698
C -0.533 1.560 0.136
C 0.205 1.079 -0.874
O -2.144 -0.212 0.301
H 1.572 -1.355 1.200
H 2.510 -0.582 -0.171
H 0.127 -2.306 -0.427
H -0.752 -0.048 1.765
H -0.885 2.540 0.435
H -2.385 0.412 -0.399
H 0.608 1.488 -1.794
*
```

(4)
Formula: C5H7NO
Source: the Open Molecules 2025 dataset
Level of theory: ωB97M-V/def2-TZVPD

The calculation puts the energy above the lowest of the compared OMol25 structures with the same formula, charge and spin at 139.35 kcal per mole. The value obtained for the HOMO-LUMO gap (alpha / beta) is 9.699 / 9.699 eV.

ORCA input file:
```
! wB97M-V def2-TZVPD RIJCOSX def2/J DEFGRID3
* xyz 0 1
C -1.540 -0.624 1.595
N 0.328 0.165 1.907
C 0.649 0.020 0.715
O -0.216 -0.707 -0.112
C 0.481 -0.352 -1.283
C 0.506 1.123 -1.430
C 1.492 0.415 -0.501
H -1.349 -1.329 2.375
H -1.916 0.356 1.816
H -2.103 -1.090 0.755
H 0.529 -1.120 -2.037
H -0.282 1.738 -0.994
H 0.918 1.488 -2.365
H 2.565 0.444 -0.612
*
```

Q: Look up the energy above the lowest of the compared OMol25 structures with the same formula, charge and spin of the third one.
A: 76.45 kcal per mole

Q: What is the formula in the second record?
A: C5H7NO

Q: energy above the lowest of the compared OMol25 structures with the same formula, charge and spin of number 2 (C5H7NO)?
A: 42.20 kcal per mole

Q: The highest energy above the lowest of the compared OMol25 structures with the same formula, charge and spin belongs to which entry?
A: number 4